DFT (ωB97M-V/def2-TZVPD) results for C4H8N2 in the gas phase at a distorted geometry.

Structure (XYZ):
```
14
Properties=species:S:1:pos:R:3:nbo_charge:R:1
C -1.5725 0.2495 2.4719 -0.068
N -0.3778 -0.0058 1.9093 -0.277
N -0.6041 -0.0971 0.5030 -0.315
C 0.4406 -0.1211 -0.1995 0.109
C 0.2950 -0.3049 -1.6841 -0.469
C 1.5989 0.1992 -2.4048 -0.633
H -2.6207 0.3464 1.9784 0.179
H -1.6320 0.5004 3.5174 0.174
H 1.3717 0.1280 0.2445 0.173
H -0.6906 0.1804 -2.0881 0.238
H 0.0947 -1.4745 -1.8329 0.230
H 2.4779 -0.5675 -2.3396 0.217
H 1.9941 1.2270 -1.9091 0.218
H 1.3068 0.2437 -3.5576 0.224
```

HOMO level in eV: -9.37
E_tot in eV: -7254.8831
Frontier orbital gap in eV: 10.05
Molecular weight in Da: 84.12
SMILES: C=N/N=C/CC
Relative energy (zero: lowest compared OMol25 entry of this formula, charge and spin) in kcal/mol: 69.0